Here is an isolated molecule of C2H4ClNO from the Open Molecules 2025 dataset. Energies are from ωB97M-V/def2-TZVPD.

Summary:
LUMO energy ... 0.33 eV
Max |F| ... 9.31 eV/Å
Energy above the lowest of the compared OMol25 structures with the same formula, charge and spin ... 52.8 kcal/mol
E_HOMO ... -0.361 Eh
Frontier orbital gap ... 10.14 eV
Molar mass ... 93.51 g/mol
Total charge ... 0
SMILES ... OC/N=C/Cl

Element x y z (Å)
1 O 1.708 -0.954 -0.220
2 C 0.930 0.074 0.265
3 N -0.421 -0.341 0.455
4 C -1.462 0.401 -0.151
5 Cl -3.017 0.000 0.134
6 H 1.143 -1.718 -0.588
7 H 0.957 0.926 -0.473
8 H 1.210 0.321 1.339
9 H -1.048 1.293 -0.760

---

Here is a structure of composition C20H25Cl2CsN2O2Se2Si from the Open Molecules 2025 dataset. Energies are from ωB97M-V/def2-TZVPD.

Summary:
LUMO energy ... 3.75 eV
Max |F| ... 2.84 eV/Å
Energy above the lowest of the compared OMol25 structures with the same formula, charge and spin ... 17.0 kcal/mol
E_HOMO ... -0.065 Eh
Frontier orbital gap ... 5.53 eV
Molar mass ... 715.25 g/mol
Total charge ... -2

Element x y z (Å)
1 Cs 1.289 0.961 1.011
2 Se 0.329 -0.085 6.720
3 C 0.698 0.198 4.960
4 N 0.934 0.384 3.834
5 Cl -0.379 6.242 -0.568
6 C -1.017 4.746 0.164
7 Cl -0.526 3.281 -0.669
8 H -2.098 4.797 0.127
9 H -0.661 4.695 1.186
10 C 3.096 3.378 -3.935
11 C 3.580 3.968 -2.634
12 C 2.883 5.026 -2.065
13 C 3.290 5.561 -0.851
14 C 4.364 5.008 -0.185
15 C 5.061 3.934 -0.736
16 N 6.136 3.401 -0.007
17 C 6.360 2.038 0.267
18 C 7.657 1.661 0.622
19 C 7.970 0.340 0.894
20 C 6.995 -0.641 0.762
21 C 5.712 -0.266 0.393
22 C 5.361 1.066 0.182
23 C 3.873 1.370 -0.008
24 O 3.407 2.328 0.646
25 O 3.208 0.568 -0.705
26 C 4.707 3.434 -1.992
27 C 5.514 2.345 -2.648
28 H 2.169 3.858 -4.245
29 H 2.905 2.307 -3.834
30 H 3.826 3.501 -4.740
31 H 2.001 5.411 -2.563
32 H 2.731 6.368 -0.394
33 H 4.632 5.350 0.808
34 H 6.498 4.023 0.697
35 H 8.425 2.426 0.664
36 H 8.981 0.077 1.184
37 H 7.229 -1.681 0.950
38 H 4.928 -1.005 0.286
39 H 6.563 2.408 -2.354
40 H 5.462 2.427 -3.733
41 H 5.158 1.348 -2.374
42 C -5.928 -0.237 1.297
43 Si -5.644 0.230 -0.509
44 C -6.701 -1.004 -1.489
45 C -6.528 1.896 -0.715
46 Se -3.543 0.271 -1.138
47 H -6.999 -0.243 1.541
48 H -5.423 0.468 1.963
49 H -5.520 -1.231 1.500
50 H -7.770 -0.927 -1.252
51 H -6.372 -2.025 -1.272
52 H -6.562 -0.832 -2.559
53 H -7.609 1.822 -0.540
54 H -6.357 2.272 -1.728
55 H -6.114 2.628 -0.015

---

Here is a cluster of 2 separate species, C5H8NPS in total from the Open Molecules 2025 dataset. Energies are from ωB97M-V/def2-TZVPD.

Summary:
LUMO energy (spin up / spin down) ... -0.92 / -0.68 eV
Max |F| ... 1.50 eV/Å
Energy above the lowest of the compared OMol25 structures with the same formula, charge and spin ... 89.7 kcal/mol
E_HOMO (spin up / spin down) ... -0.326 / -0.313 Eh
Frontier orbital gap (spin up / spin down) ... 7.96 / 7.83 eV
Molar mass ... 145.17 g/mol
Total charge ... 0

Element x y z (Å)
1 C -1.664 0.440 -1.486
2 C -1.725 -0.787 -2.062
3 C -0.699 0.536 -0.433
4 C -0.049 -0.640 -0.339
5 C -0.469 1.756 0.390
6 N 1.228 -1.337 2.017
7 P 2.783 -1.031 1.914
8 S -0.588 -1.885 -1.367
9 H -2.287 1.269 -1.773
10 H -2.362 -1.118 -2.859
11 H -0.254 1.477 1.420
12 H 0.380 2.326 0.008
13 H -1.348 2.396 0.367
14 H 0.952 -2.296 1.847
15 H 2.775 0.342 1.675
16 H 3.328 -1.446 0.681

---

Here is a structure of composition C37H36Cl5F9O5P3S4Sc from the Open Molecules 2025 dataset. Energies are from ωB97M-V/def2-TZVPD.

Summary:
LUMO energy (spin up / spin down) ... 1.97 / 1.97 eV
Max |F| ... 0.88 eV/Å
Energy above the lowest of the compared OMol25 structures with the same formula, charge and spin ... 13.1 kcal/mol
E_HOMO (spin up / spin down) ... -0.066 / -0.211 Eh
Frontier orbital gap (spin up / spin down) ... 3.76 / 7.73 eV
Molar mass ... 1175.08 g/mol
Multiplicity ... 2
Total charge ... -1

Element x y z (Å)
1 Sc 0.338 -0.785 1.079
2 C -2.270 -6.698 0.514
3 C -1.562 -5.365 0.577
4 O -2.496 -4.392 1.078
5 P -1.998 -2.884 1.314
6 S -0.518 -2.834 2.628
7 S -1.506 -1.983 -0.375
8 O -3.332 -2.217 1.851
9 C -3.891 -2.562 3.132
10 C -5.133 -3.403 2.944
11 H -1.586 -7.460 0.142
12 H -3.131 -6.651 -0.151
13 H -2.612 -7.000 1.504
14 H -1.224 -5.039 -0.411
15 H -0.698 -5.397 1.244
16 H -4.114 -1.612 3.620
17 H -3.134 -3.077 3.733
18 H -5.879 -2.863 2.362
19 H -5.564 -3.649 3.916
20 H -4.892 -4.329 2.425
21 Cl 1.370 3.043 7.289
22 C 0.794 2.254 5.869
23 C 1.556 1.261 5.264
24 Cl 3.071 0.789 5.929
25 C 1.082 0.647 4.116
26 Cl 1.998 -0.581 3.300
27 C -0.146 0.985 3.529
28 O -0.545 0.413 2.440
29 C -0.908 1.987 4.170
30 Cl -2.401 2.438 3.455
31 C -0.438 2.610 5.314
32 Cl -1.377 3.847 6.052
33 C 6.095 0.040 0.782
34 C 5.201 -1.180 0.705
35 C 5.943 -2.492 0.860
36 O 4.566 -1.193 -0.600
37 P 2.981 -1.024 -0.687
38 S 2.346 0.673 0.096
39 S 2.078 -2.552 0.227
40 O 2.742 -0.938 -2.247
41 C 3.159 -1.778 -3.366
42 C 4.563 -1.408 -3.801
43 C 2.988 -3.261 -3.104
44 H 6.558 0.104 1.767
45 H 5.516 0.946 0.612
46 H 6.884 -0.021 0.031
47 H 4.417 -1.112 1.467
48 H 6.691 -2.594 0.073
49 H 5.252 -3.331 0.802
50 H 6.451 -2.524 1.824
51 H 2.452 -1.470 -4.144
52 H 5.289 -1.661 -3.033
53 H 4.626 -0.340 -4.008
54 H 4.812 -1.951 -4.714
55 H 3.713 -3.630 -2.382
56 H 3.135 -3.798 -4.044
57 H 1.989 -3.477 -2.730
58 F 0.783 7.820 0.568
59 C 0.240 6.976 1.510
60 F -0.925 7.596 1.885
61 F 1.066 7.041 2.583
62 C 0.034 5.603 1.016
63 C 0.704 4.490 1.569
64 C 0.491 3.226 1.087
65 C -0.408 2.960 0.009
66 C -1.049 4.112 -0.557
67 C -0.835 5.370 -0.070
68 P -0.799 1.335 -0.524
69 C -2.626 1.271 -0.725
70 C -3.310 1.677 -1.864
71 C -4.694 1.639 -1.912
72 C -5.407 1.205 -0.804
73 C -4.738 0.825 0.355
74 C -3.359 0.866 0.390
75 C -6.899 1.081 -0.866
76 F -7.450 1.888 -1.801
77 F -7.490 1.385 0.312
78 F -7.290 -0.182 -1.172
79 C -0.241 1.144 -2.270
80 C -0.650 0.076 -3.063
81 C -0.042 -0.177 -4.280
82 C 0.994 0.641 -4.712
83 C 1.403 1.721 -3.941
84 C 0.790 1.965 -2.726
85 C 1.719 0.350 -5.988
86 F 1.931 1.464 -6.724
87 F 1.055 -0.522 -6.777
88 F 2.943 -0.194 -5.760
89 H 1.402 4.640 2.383
90 H 1.024 2.407 1.550
91 H -1.737 3.978 -1.384
92 H -1.349 6.211 -0.522
93 H -2.764 2.023 -2.733
94 H -5.215 1.955 -2.806
95 H -5.294 0.493 1.221
96 H -2.839 0.574 1.290
97 H -1.440 -0.581 -2.725
98 H -0.362 -1.015 -4.883
99 H 2.209 2.358 -4.280
100 H 1.121 2.783 -2.098